ORCA calculation (ωB97M-V/def2-TZVPD) on a molecular structure, C39H53BaN3O6S3Si.

Calculated values
* Kohn-Sham gap: 0.2465 hartree
* HOMO: -0.249 Ha

ORCA input file:
```
! wB97M-V def2-TZVPD RIJCOSX def2/J DEFGRID3
* xyz 0 1
Ba 0.7958 -0.1517 -1.1355
C 3.9528 1.9973 -0.6845
C 4.0172 2.1692 -2.2154
O 2.7028 1.8105 -2.7340
C 2.1833 2.4879 -3.8809
C 0.6861 2.3573 -3.9022
O 0.2314 0.9734 -3.9044
C -1.1872 0.8689 -3.8289
C -1.5583 -0.5606 -4.2111
O -1.0442 -1.3969 -3.1621
C -0.6607 -2.6887 -3.6624
C 0.6418 -2.6287 -4.3999
O 1.7022 -2.4418 -3.4501
C 2.9403 -2.2246 -4.0630
C 3.9483 -2.2519 -2.9397
O 3.8695 -1.1128 -2.1685
C 4.8184 -0.9930 -1.1023
C 4.1363 -0.3179 0.0508
O 3.3210 0.7630 -0.3285
H 3.3307 2.8309 -0.2786
H 4.9471 2.0534 -0.2487
H 4.7449 1.4877 -2.6730
H 4.1775 3.2311 -2.3746
H 2.6492 2.0184 -4.7725
H 2.3377 3.5842 -3.9404
H 0.3372 2.9126 -4.7432
H 0.2625 2.8375 -3.0507
H -1.6649 1.5668 -4.5553
H -1.5450 1.0908 -2.8299
H -1.1668 -0.7893 -5.2347
H -2.6645 -0.6266 -4.2879
H -1.4046 -3.1934 -4.2781
H -0.4793 -3.3182 -2.7953
H 0.6486 -1.8550 -5.1691
H 0.7914 -3.5820 -4.8841
H 2.9806 -1.2733 -4.5883
H 3.0847 -2.9856 -4.8399
H 4.9435 -2.3238 -3.3856
H 3.7172 -3.1515 -2.3936
H 5.7250 -0.4615 -1.4282
H 5.1001 -2.0481 -0.8713
H 4.7959 -0.0469 0.8253
H 3.4269 -1.0640 0.4553
C 1.0352 -2.8013 0.0130
Si 0.1223 -2.9836 1.6124
C -1.3387 -1.7547 1.3752
N -0.9829 -0.3484 1.0442
C -0.2706 0.3636 2.1342
C -1.1257 1.4685 2.8657
C -2.6078 1.0907 2.9029
C -3.1829 0.9558 1.4870
C -2.1136 0.4664 0.4938
C 1.3539 -2.6644 3.0307
C 2.6770 -2.7706 2.6609
C 3.7085 -2.4218 3.5695
C 3.4252 -1.9671 4.8312
C 2.0970 -1.9211 5.2107
C 1.1045 -2.2252 4.3079
C -0.8594 -4.5753 2.0252
C -1.9786 -4.9704 1.2318
C -2.7036 -6.0696 1.5838
C -2.4360 -6.8212 2.7604
C -1.3860 -6.3927 3.5678
C -0.6138 -5.2924 3.1659
H 0.3787 -3.2209 -0.8332
H 1.9732 -3.3241 -0.0266
H -1.9681 -1.7864 2.2714
H -1.9538 -2.1784 0.5257
H 0.5258 0.9561 1.7248
H 0.1532 -0.3302 2.8489
H -1.0304 2.4422 2.3468
H -0.7343 1.6255 3.8861
H -3.2130 1.8681 3.4281
H -2.8557 0.1642 3.4367
H -3.4630 1.9067 1.0841
H -4.0499 0.3177 1.4590
H -1.6992 1.3757 0.0545
H -2.5441 -0.1364 -0.3671
H 2.9063 -3.1261 1.6704
H 4.7698 -2.4405 3.2296
H 4.2332 -1.7521 5.5355
H 1.8660 -1.5893 6.1943
H 0.0727 -2.0069 4.5890
H -2.2889 -4.4152 0.3551
H -3.6251 -6.3788 1.0055
H -3.0422 -7.6741 3.0377
H -1.1228 -6.9190 4.4841
H 0.2584 -5.0182 3.7779
S -2.7426 7.7514 -1.2581
C -1.9110 6.3325 -0.7600
S -0.3001 5.8368 -1.2612
C -0.4711 4.3110 -0.3250
N -1.5999 4.2585 0.3057
N -2.3561 5.4002 0.1189
C -3.5159 5.5504 0.9042
C -4.6674 4.8480 0.6073
C -5.8033 4.9838 1.3754
C -5.8081 5.8035 2.4680
C -4.6752 6.4960 2.7889
C -3.5310 6.3734 2.0385
S 0.8104 3.1259 -0.3844
H -4.7418 4.3118 -0.3723
H -6.7020 4.3874 1.1256
H -6.7050 5.9532 3.0678
H -4.6996 7.1264 3.6928
H -2.6236 6.8719 2.3407
*
```

ORCA calculation (ωB97M-V/def2-TZVPD) on a molecular structure, C39H54AsMnN3O4.

Calculated values
* Kohn-Sham gap (spin up / spin down): 0.1495 / 0.1558 hartree
* expectation value of S²: 8.755
* HOMO (spin up / spin down): 0.006 / -0.001 Ha

ORCA input file:
```
! wB97M-V def2-TZVPD RIJCOSX def2/J DEFGRID3
* xyz -2 6
Mn -1.1778 -0.4890 -1.8843
C -2.4691 1.6636 3.1204
C -2.6258 0.8773 1.8181
C -4.0566 1.0228 1.2834
O -1.7456 1.4215 0.8681
C -2.3958 -0.6294 2.1178
O -2.7357 -1.0197 3.2209
O -2.4682 -1.2700 -0.2452
H -2.5953 2.7258 2.8952
H -1.4691 1.5130 3.5302
H -3.2004 1.3548 3.8658
H -4.2770 2.0880 1.1699
H -4.7849 0.5813 1.9679
H -4.1299 0.5514 0.3049
H -1.0628 0.7205 0.5954
C -3.7824 2.8148 -4.2274
N -2.7154 3.3139 -3.3828
C -1.9791 4.4646 -3.8742
C -2.1744 2.4823 -2.4376
C -1.0247 3.0064 -1.6286
O -2.6359 1.3576 -2.2521
H -4.4882 3.6227 -4.4347
H -4.2911 2.0090 -3.7086
H -3.3994 2.4202 -5.1734
H -2.5191 4.8743 -4.7269
H -0.9735 4.1930 -4.2064
H -1.8973 5.2503 -3.1219
H -1.0095 4.0918 -1.5470
H -0.0960 2.6554 -2.0790
H -1.1077 2.5640 -0.6404
C 0.2983 0.4065 -3.2811
H 0.7243 -0.3860 -3.9123
H 1.1488 0.9281 -2.8172
H -0.1791 1.1163 -3.9800
C 7.0582 -2.2875 -0.1489
C 5.7289 -1.5874 -0.0440
C 4.6156 -2.0393 -0.7268
C 3.3686 -1.4183 -0.6192
C 2.2842 -1.9334 -1.5293
C 3.2019 -0.3349 0.2577
As 1.4631 0.6783 0.3937
N -0.0018 -0.3518 0.1541
C -0.3457 -1.5474 0.8467
C 0.4944 -2.6091 1.0464
C 0.0829 -3.8741 1.5125
C -1.2810 -4.0467 1.7146
C -2.1868 -3.0272 1.5337
C -1.8044 -1.6755 1.1133
C 1.3871 1.0857 2.3764
C 1.0506 2.4190 2.6800
C 0.7731 3.4697 1.6331
C 0.9161 2.8291 4.0056
C 1.0807 1.9510 5.0627
C 0.9137 2.4002 6.4904
C 1.4125 0.6412 4.7603
C 1.5815 0.1969 3.4498
C 1.9907 -1.2424 3.2941
C 4.3566 0.1935 0.8750
C 4.3489 1.4758 1.6717
C 5.5832 -0.4418 0.7283
H 7.0319 -3.0613 -0.9171
H 7.3289 -2.7660 0.7962
H 7.8588 -1.5875 -0.4007
H 4.7027 -2.8991 -1.3857
H 2.2089 -3.0208 -1.4720
H 2.5174 -1.6614 -2.5614
H 1.3120 -1.5112 -1.2956
H 1.5437 -2.4635 0.8183
H 0.7967 -4.6733 1.6631
H -1.6606 -5.0097 2.0490
H -3.2229 -3.1728 1.8223
H -3.2502 -1.8245 -0.3544
H 1.4749 3.4357 0.8008
H 0.8063 4.4635 2.0857
H -0.2255 3.3136 1.2188
H 0.6513 3.8632 4.2084
H 0.5075 3.4114 6.5363
H 1.8681 2.3978 7.0240
H 0.2346 1.7389 7.0322
H 1.5524 -0.0726 5.5676
H 2.6090 -1.5444 4.1435
H 2.5533 -1.4127 2.3814
H 1.1179 -1.8944 3.2524
H 3.6982 2.2264 1.2190
H 5.3610 1.8844 1.7138
H 3.9955 1.3301 2.6923
H 6.4521 -0.0188 1.2262
C -1.0035 -3.9373 -1.8788
C -1.8067 -3.4089 -3.0245
C -2.4278 -4.1251 -4.0324
C -3.0598 -3.1681 -4.8695
C -2.7812 -1.9325 -4.3168
C -3.1969 -0.5870 -4.8169
N -2.0194 -2.0691 -3.1907
H -0.3985 -4.7945 -2.1867
H -1.6203 -4.2432 -1.0302
H -0.3211 -3.1826 -1.4819
H -2.4123 -5.2003 -4.1505
H -3.6354 -3.3460 -5.7688
H -3.7192 -0.6849 -5.7728
H -2.3344 0.0722 -4.9598
H -3.8648 -0.0847 -4.1133
*
```

Maximum force per entry: 2.64 0.49 eV Å⁻¹
E_tot per entry: -3643.09589 -5370.48872 Ha